No. 1
Below is one molecule with the formula C5H4N4S, with properties calculated with the ωB97M-V functional and the def2-TZVPD basis.

Geometry as XYZ:
```
14
Properties=species:S:1:pos:R:3:forces:R:3
S -3.059529 -1.848934 -0.049385 0.062 -0.030 -0.465
N -1.017040 -0.479985 0.822963 0.390 0.360 -0.376
N 0.295070 -0.420493 -1.698805 -0.675 0.311 1.245
N 1.903179 1.019719 -0.398315 -0.523 -0.212 -0.441
N 1.999446 1.575391 0.844129 -0.640 -0.548 -0.998
C -1.616965 -1.071811 -0.271561 0.009 -0.161 0.875
C 0.930643 1.155614 1.507535 -0.410 -1.055 -1.037
C -0.864200 -1.029269 -1.559723 1.685 1.330 1.446
C 0.168742 0.237194 0.674009 -0.825 0.986 1.267
C 0.746692 0.268569 -0.548476 1.024 -0.778 -1.242
H 0.669962 1.533669 2.483490 0.299 -0.156 0.070
H -1.269625 -1.546567 -2.405100 -0.248 -0.205 -0.224
H -1.477533 -0.554508 1.741026 0.196 -0.009 -0.940
H 2.591157 1.161410 -1.141786 -0.343 0.167 0.819
```
Forces are in eV/Å.

Calculated values
SMILES	S=c1cnc2[nH]ncc2[nH]1
Kohn-Sham gap	7.51	eV
LUMO level	-0.029	hartree
F_max	2.6	eV/Å
relative energy (zero: lowest compared OMol25 entry of this formula, charge and spin)	40.1	kcal/mol

---

No. 2
Below is one molecule with the formula C2H5FS2, with properties calculated with the ωB97M-V functional and the def2-TZVPD basis.

Geometry as XYZ:
```
10
Properties=species:S:1:pos:R:3:forces:R:3
S 1.086024 -1.596696 -0.161188 3.205 0.241 0.303
S -0.693724 -1.092115 -0.781935 -1.050 1.409 0.746
F 2.332786 0.853213 0.364441 -0.561 0.540 -0.175
C 2.410993 -0.183350 -0.509406 0.527 -3.248 3.342
C -1.268668 -0.138465 0.710339 -1.264 0.890 -0.214
H 2.343595 0.061843 -1.498915 -0.322 1.161 -2.450
H -2.042869 0.591828 0.273554 1.025 -1.054 1.011
H -0.498909 0.414690 1.278834 0.056 -0.085 -1.090
H -1.694497 -0.768554 1.512853 -0.230 -0.071 -0.848
H 3.406483 -0.681859 -0.256445 -1.386 0.217 -0.625
```
Forces are in eV/Å.

Calculated values
SMILES	CSSCF
Kohn-Sham gap	9.85	eV
LUMO level	0.031	hartree
F_max	4.7	eV/Å
relative energy (zero: lowest compared OMol25 entry of this formula, charge and spin)	13.4	kcal/mol

---

No. 3
Below is a 3-piece molecular cluster, C36H73F9N4O5S overall, with properties calculated with the ωB97M-V functional and the def2-TZVPD basis.

Geometry as XYZ:
```
128
Properties=species:S:1:pos:R:3:forces:R:3
S -1.483696 -3.931042 -0.906825 -0.799 0.626 -10.852
F -5.714940 -0.452845 2.068262 2.566 -2.195 0.892
F -0.533258 -7.037319 -2.001682 -0.238 -1.961 5.276
F -1.629206 -8.765059 -0.751401 3.240 4.015 0.274
F 0.582291 -8.179524 -0.077265 -4.426 2.479 -2.432
F -0.684034 -4.537291 1.764121 -0.395 -0.929 -4.269
F -5.407619 -1.084412 -5.860644 2.161 0.452 2.361
F 0.713693 -5.239520 -0.029199 -4.590 0.750 1.281
F -2.841846 -6.587803 0.492119 5.093 0.086 -0.356
F -0.914510 -7.070861 1.808422 -1.524 1.456 -4.327
O -2.582500 -4.659821 -1.775604 3.416 1.574 4.710
O -2.340461 -1.398994 2.785092 1.441 -0.994 0.559
O -3.080743 -1.884631 -1.533375 1.835 0.714 1.680
O -0.359778 -3.550395 -1.948265 -3.122 -1.175 4.897
O -2.616956 0.397952 -2.399960 0.299 -2.281 1.103
N -4.617164 -2.898568 0.255133 0.951 -0.290 1.943
N -3.356622 -1.343676 1.864038 -2.813 0.146 -0.623
N 1.424750 6.160073 -2.857466 0.120 0.058 -0.361
N -0.810021 4.158102 1.903108 0.314 -0.029 0.033
C 7.240861 -3.998198 -0.563246 1.129 1.177 -0.414
C 5.254158 -0.490129 -0.186155 -0.911 -0.177 0.896
C -1.681467 5.463826 3.921599 -0.037 0.242 0.313
C -1.066046 -1.234357 -0.122170 1.545 0.472 -0.642
C -6.712561 -4.308737 0.541627 -0.119 0.398 0.258
C 3.879008 -0.054439 0.592933 0.397 -0.395 -0.124
C 0.264430 -1.750709 0.670380 0.264 1.261 1.191
C -0.727380 -5.018308 0.372220 3.425 -2.401 3.348
C -4.980235 -0.372247 -2.108511 -0.173 -1.129 -0.643
C -5.042245 -4.308073 0.520062 -2.470 -0.886 -0.209
C 7.100265 -2.393927 -0.191939 -1.215 -0.700 -0.139
C -0.687091 -7.594689 -0.638766 -0.219 -3.220 -1.345
C 0.942419 3.509530 3.652362 0.283 -0.051 0.245
C -1.361001 -6.565347 0.455813 -0.641 -0.510 2.727
C -5.039343 0.210929 -3.635268 -1.388 -0.104 -0.845
C 8.836370 -4.357321 -0.730041 0.010 -1.410 -0.065
C 0.941288 4.964328 -2.161596 -0.196 0.290 -0.001
C 2.530681 -0.556941 -0.247520 0.698 1.129 1.081
C -3.429790 -0.467957 -1.482208 -2.419 1.100 -1.432
C -4.400867 -0.832503 -4.776110 0.080 1.126 0.605
C -5.089973 -2.612180 3.445849 0.072 -0.427 0.330
C -2.250859 -2.316307 -0.359307 -0.913 3.762 1.213
C -0.221505 5.225693 -1.206364 0.108 0.036 -0.074
C 0.598169 3.886752 2.214893 -0.179 0.014 -0.260
C -3.074510 3.156056 1.481976 0.026 0.135 0.039
C 3.690317 5.218727 -3.587297 0.350 -0.093 -0.121
C 1.268990 -0.420259 0.802374 -0.204 -0.822 -0.672
C 9.408106 -5.189586 0.565774 0.594 -0.024 0.490
C 5.545726 -2.070663 0.233906 0.597 1.360 -0.496
C -4.586517 -1.218406 2.720461 -0.955 0.775 2.183
C -3.335908 -2.480230 0.903610 0.508 -3.144 -0.565
C -1.669394 2.980671 2.054475 -0.075 0.274 -0.117
C -1.333564 5.417021 2.437316 -0.266 -0.085 -0.311
C 1.813944 7.290531 -2.011922 -0.411 -0.018 0.058
C 2.912129 7.055232 -0.979960 0.285 0.174 0.218
C 2.352008 5.853110 -3.952823 -0.292 0.067 -0.013
H 2.886983 7.852896 -0.228986 0.000 -0.081 -0.071
H 4.757387 -2.718468 -0.344779 1.694 0.988 1.145
H 1.207061 4.753146 1.923445 -0.253 0.020 0.010
H -1.404167 -0.223270 0.415111 0.215 -2.610 -1.049
H 5.389767 -2.203264 1.402635 0.315 0.239 -2.503
H -2.959590 -3.437787 1.511344 -0.664 1.750 -1.061
H 10.362554 -4.638699 1.016322 -2.129 -1.216 -0.844
H -3.442484 -0.326065 -5.275693 -2.261 -1.326 0.871
H 3.580710 4.383709 -2.890419 -0.012 0.089 -0.033
H -1.213160 2.139733 1.516528 0.231 0.177 0.109
H -5.189123 -2.436462 4.621130 0.010 -0.248 -2.723
H 4.167824 4.824210 -4.492014 -0.064 0.044 0.106
H -2.131067 -0.173827 -3.070807 -1.049 0.684 1.425
H 0.073955 5.861682 -0.366346 -0.082 -0.092 -0.056
H 0.273560 2.744665 4.055495 0.023 0.076 -0.046
H 4.381374 5.945819 -3.157257 -0.052 -0.105 0.043
H -4.267289 -3.471043 3.342219 -1.693 1.942 0.055
H -5.408969 -1.485113 -2.158533 0.963 2.348 0.179
H 8.605038 -5.326858 1.429528 1.667 0.471 -1.864
H 7.809734 -2.076057 0.695713 -1.331 -0.678 -1.894
H -2.334371 6.321600 4.118582 0.066 -0.097 -0.022
H -1.061448 5.697710 -1.725006 0.133 0.033 0.003
H -0.690080 -0.884343 -1.200186 -0.906 -0.949 2.335
H -6.091486 -3.047641 3.012561 2.044 1.048 0.833
H 6.142369 0.220863 0.137393 -1.730 -1.591 -0.671
H -4.268250 -0.510156 3.630272 -0.589 -1.433 -2.487
H -4.121921 -1.829595 -4.230694 -0.682 1.671 -1.434
H 2.698935 -1.668708 -0.637238 -0.492 2.486 0.832
H 0.924503 4.375902 4.315865 -0.065 -0.106 -0.010
H 0.580223 4.244328 -2.907213 0.246 0.192 -0.099
H -1.753545 2.672837 3.102756 -0.053 -0.147 0.126
H 0.878947 -2.592942 0.139315 -1.478 1.533 0.940
H 1.959631 3.102102 3.690459 -0.118 0.041 -0.015
H 6.722836 -4.154469 -1.602729 0.769 0.205 2.106
H -4.638262 1.315665 -3.762474 -0.581 -2.513 0.413
H 1.693586 -0.388696 1.900293 -0.935 0.118 -2.240
H 3.915891 -0.579102 1.664089 -0.263 1.114 -2.292
H -0.629197 6.229064 2.215844 0.106 -0.296 -0.049
H -0.574892 4.278801 -0.787046 0.098 0.164 0.001
H -6.197405 0.274159 -3.920689 2.442 -0.215 0.637
H -7.154657 -4.377010 -0.551072 0.933 -0.075 2.320
H 9.533897 -3.432776 -0.905937 -1.667 -1.588 0.275
H 1.838450 5.183948 -4.652456 -0.113 -0.012 0.174
H 2.542592 6.766276 -4.532596 -0.107 -0.011 0.242
H 2.795222 6.107234 -0.448780 -0.020 0.030 -0.067
H -2.211893 4.569609 4.258565 0.053 0.031 -0.054
H 1.744653 4.465307 -1.608133 0.078 -0.150 0.120
H 6.755428 -4.683721 0.254579 0.884 1.377 -1.614
H -3.535197 -0.007522 -0.401222 1.053 -0.976 -2.183
H 0.014549 -2.045037 1.795186 0.320 0.373 -2.583
H -2.232705 5.685279 1.868600 0.087 -0.191 0.001
H -7.124644 -5.163414 1.247525 0.852 1.608 -1.751
H 9.761160 -6.268329 0.270811 -0.715 2.085 0.491
H 7.328478 -1.744443 -1.163112 -0.234 -1.471 2.135
H 2.393094 0.204716 -1.142972 0.255 -1.841 1.664
H -7.128332 -3.292501 0.998175 0.992 -2.042 -0.902
H 8.955736 -5.077291 -1.666490 -0.190 1.632 1.881
H -4.710841 -4.739776 1.565651 -0.320 0.953 -2.091
H -3.646349 3.914085 2.025852 0.045 -0.066 -0.089
H -0.791261 5.595606 4.539350 -0.116 -0.116 0.021
H 3.866883 1.100486 0.793094 -0.226 -2.118 -0.522
H -2.331837 -2.285841 3.247704 -0.241 0.839 -0.635
H -3.626223 2.214548 1.562529 0.068 0.041 0.026
H 3.903885 7.080679 -1.435175 -0.054 -0.121 0.100
H -4.749940 -5.062564 -0.357444 -0.227 1.832 2.037
H -5.712828 0.225021 -1.418818 1.619 -0.915 -1.209
H 0.939009 3.076840 1.560006 -0.186 -0.045 -0.039
H 0.921669 7.648808 -1.483397 0.026 -0.201 -0.089
H 0.635027 0.557531 0.555279 1.477 -2.033 0.727
H -3.039138 3.435298 0.424589 0.034 0.037 0.113
H 5.062758 -0.374552 -1.342351 0.606 -0.348 2.214
H -5.372221 -2.196533 0.244453 0.707 -0.657 0.218
H 2.103423 8.138454 -2.645818 -0.030 -0.290 -0.136
```
Forces are in eV/Å.

Calculated values
SMILES	CCCCCCCCCCC[C@](O[C@@H](O)CCCF)([C@H](NCC)N(O)[C@H](C)F)S(=O)(=O)C(F)(F)C(F)(F)C(F)(F)F.CCN(CC)CC.CCN(CC)CC
Kohn-Sham gap	7.02	eV
LUMO level	-0.037	hartree
F_max	10.9	eV/Å